[1]
Molecular formula: C25H47CdNO
Method: DFT, the ωB97M-V functional and the def2-TZVPD basis

Output
charge	+2
LUMO energy	-11.56	eV
F_max	2.11	eV/A
HOMO energy	-14.622	eV
orbital gap	3.06	eV
total energy	-1277.70168	Ha
spin multiplicity	1

Atoms and positions in Å:
Cd1 3.622 3.139 -1.561
O1 1.134 0.761 0.763
N1 -0.993 1.589 1.018
C1 3.013 0.112 -2.543
C2 1.188 -5.595 2.487
C3 1.982 1.207 -2.527
C4 -3.362 1.755 1.910
C5 0.936 1.290 -3.642
C6 1.766 -4.179 2.590
C7 -2.992 0.166 -0.612
C8 0.166 1.056 1.467
C9 3.660 -0.041 -1.170
C10 0.477 4.700 1.422
C11 -3.633 0.241 1.743
C12 0.016 0.921 2.980
C13 -1.241 1.753 3.325
C14 -1.225 -0.033 -3.923
C15 1.489 -3.341 1.322
C16 0.318 -0.096 -3.912
C17 2.668 -3.373 0.354
C18 -1.894 2.194 1.965
C19 -1.845 3.785 1.831
C20 2.868 -0.899 -0.187
C21 -0.743 4.324 0.990
C22 -1.643 -0.455 -2.524
C23 -4.139 -0.115 0.341
C24 -3.096 -0.233 -2.089
C25 2.575 -2.304 -0.731
H1 -1.118 1.730 0.030
H2 2.623 -0.835 -2.899
H3 -1.914 1.109 3.876
H4 0.944 4.307 2.315
H5 -3.795 2.049 2.863
H6 -1.352 -1.489 -2.350
H7 1.029 5.447 0.864
H8 -1.568 0.969 -4.163
H9 2.639 2.189 -2.645
H10 0.730 -0.578 -4.793
H11 3.774 0.978 -0.688
H12 -0.939 2.616 3.906
H13 0.587 -3.752 0.869
H14 3.587 -3.276 0.928
H15 -2.778 4.131 1.392
H16 -3.658 -1.154 -2.215
H17 -3.910 2.297 1.140
H18 1.274 -2.321 1.646
H19 0.132 -5.588 2.741
H20 3.803 0.382 -3.248
H21 1.470 1.292 -1.565
H22 -1.574 -0.752 -4.660
H23 1.951 -0.402 0.129
H24 2.673 -4.347 -0.134
H25 -3.551 0.590 -2.634
H26 -1.786 4.214 2.826
H27 1.353 -3.683 3.463
H28 -0.934 4.405 -0.076
H29 -2.739 1.227 -0.595
H30 -1.037 0.169 -1.853
H31 -4.331 -0.090 2.505
H32 0.136 1.935 -3.281
H33 -0.166 -0.131 3.170
H34 2.842 -4.274 2.732
H35 -4.377 -1.174 0.305
H36 1.686 -6.238 3.207
H37 -5.010 0.488 0.090
H38 -2.146 -0.392 -0.206
H39 1.338 -6.005 1.492
H40 4.649 -0.471 -1.302
H41 1.550 -2.323 -1.107
H42 3.466 -1.003 0.718
H43 3.249 -2.584 -1.542
H44 0.584 -0.741 -3.076
H45 0.950 1.292 3.389
H46 1.297 1.778 -4.544
H47 -2.705 -0.313 1.895

[2]
Molecular formula: C31H38BaN2P2S4Si2
Method: DFT, the ωB97M-V functional and the def2-TZVPD basis

Output
charge	-2
LUMO energy	3.39	eV
F_max	8.59	eV/A
HOMO energy	0.891	eV
orbital gap	2.50	eV
total energy	-4193.45254	Ha
spin multiplicity	1

Atoms and positions in Å:
Ba1 1.094 2.039 -0.920
S1 -2.202 -1.682 -0.720
S2 -2.349 -2.758 1.026
S3 0.406 0.285 -2.842
S4 -0.315 -0.195 -0.695
P1 1.380 -1.576 -0.058
P2 -1.220 1.769 0.775
Si1 -1.499 2.343 -2.296
Si2 3.599 -1.552 -2.166
N1 -1.000 2.676 -0.619
N2 2.719 -1.158 -0.775
C1 -0.401 4.971 4.014
C2 2.740 -2.202 -3.691
C3 -3.187 0.708 2.398
C4 4.818 -2.906 -1.676
C5 2.973 -0.371 3.491
C6 -1.973 3.628 2.788
C7 4.562 0.001 -2.673
C8 2.251 -1.082 4.446
C9 0.378 3.330 2.426
C10 1.188 -4.374 0.455
C11 -5.476 0.305 1.802
C12 1.283 -1.983 4.029
C13 -5.207 0.733 0.509
C14 -2.926 1.194 1.121
C15 -0.045 -4.838 -1.982
C16 0.197 -5.894 -1.119
C17 0.033 0.568 0.810
C18 0.638 4.331 3.352
C19 -3.937 1.173 0.172
C20 -1.710 4.618 3.725
C21 0.901 -3.301 -0.387
C22 -4.461 0.285 2.747
C23 -2.458 1.122 -3.411
C24 -2.899 3.774 -2.378
C25 0.828 -5.663 0.096
C26 -0.127 3.280 -3.277
C27 1.010 -2.151 2.676
C28 2.716 -0.556 2.145
C29 0.309 -3.545 -1.624
C30 -0.938 2.965 2.134
C31 1.702 -1.411 1.728
H1 5.600 -0.033 -2.323
H2 4.270 -3.826 -1.451
H3 4.583 0.132 -3.757
H4 0.120 -2.722 -2.302
H5 3.736 0.336 3.799
H6 -6.472 -0.030 2.068
H7 -3.878 3.403 -2.698
H8 1.201 2.898 1.871
H9 3.484 -2.337 -4.486
H10 5.551 -3.120 -2.462
H11 -5.986 0.720 -0.244
H12 -0.106 -6.899 -1.390
H13 -0.605 3.656 -4.186
H14 1.038 -6.487 0.767
H15 0.203 -2.804 2.358
H16 -4.652 -0.086 3.746
H17 1.700 -4.204 1.392
H18 1.993 -1.487 -4.041
H19 2.246 -3.159 -3.511
H20 1.664 4.613 3.560
H21 -2.532 5.118 4.223
H22 4.079 0.874 -2.232
H23 0.722 -2.556 4.758
H24 -2.998 3.368 2.557
H25 3.249 0.018 1.397
H26 -2.380 0.657 3.120
H27 5.365 -2.612 -0.775
H28 2.439 -0.929 5.502
H29 -3.030 4.249 -1.402
H30 -2.622 4.562 -3.092
H31 -0.188 5.747 4.739
H32 -3.514 1.399 -3.470
H33 -0.513 -5.015 -2.943
H34 -2.406 0.070 -3.136
H35 -3.741 1.498 -0.842
H36 0.776 2.711 -3.583
H37 -1.997 1.228 -4.398
H38 0.209 4.149 -2.688

[3]
Molecular formula: C20H25N3O5S
Method: DFT, the ωB97M-V functional and the def2-TZVPD basis

Output
charge	0
LUMO energy	0.36	eV
F_max	0.93	eV/A
HOMO energy	-8.506	eV
orbital gap	8.86	eV
ΔE to the lowest compared entry with this formula, charge and spin	30.66	kJ/mol
structure (SMILES)	COCCCNC(=O)c1ccc(CNS(=O)(=O)c2ccc(NC(C)=O)cc2)cc1
total energy	-1715.81698	Ha
spin multiplicity	1

Atoms and positions in Å:
S1 4.770 -1.616 -0.529
O1 -3.904 -2.312 -0.298
O2 5.058 -2.173 -1.818
O3 -1.463 1.887 -0.160
O4 5.841 -1.351 0.383
O5 2.205 4.691 0.578
N1 3.762 -2.732 0.206
N2 1.134 3.051 -0.600
N3 -2.791 0.148 0.405
C1 3.135 -2.356 1.455
C2 1.859 -1.574 1.262
C3 1.780 0.917 -1.441
C4 -4.019 0.692 -0.123
C5 0.578 0.453 1.470
C6 -0.318 -1.401 0.236
C7 2.087 2.046 -0.672
C8 0.822 -2.128 0.518
C9 -0.436 -0.091 0.690
C10 4.134 0.996 0.014
C11 -4.232 -3.605 0.143
C12 3.783 -0.136 -0.694
C13 3.301 2.098 0.015
C14 -1.598 0.748 0.269
C15 2.628 -0.170 -1.454
C16 1.207 4.253 0.052
C17 1.707 -0.289 1.766
C18 -4.584 -0.199 -1.232
C19 -5.031 -1.565 -0.718
C20 -0.112 4.990 0.012
H1 3.880 -1.767 1.993
H2 -1.101 -1.840 -0.366
H3 -5.553 -2.110 -1.519
H4 -2.828 -0.829 0.660
H5 0.857 0.895 -2.001
H6 -3.789 1.686 -0.514
H7 0.478 1.463 1.838
H8 5.057 0.988 0.573
H9 2.402 -1.049 -2.038
H10 -4.914 -3.571 1.001
H11 -4.703 -4.189 -0.657
H12 0.201 2.765 -0.888
H13 3.559 2.985 0.568
H14 2.934 -3.271 2.026
H15 -4.751 0.790 0.686
H16 -0.280 5.370 -0.994
H17 0.914 -3.140 0.146
H18 -5.443 0.297 -1.685
H19 -3.299 -4.081 0.439
H20 -0.082 5.827 0.703
H21 -0.927 4.318 0.269
H22 2.489 0.145 2.369
H23 -3.821 -0.344 -1.999
H24 3.148 -3.163 -0.467
H25 -5.731 -1.445 0.123

[4]
Molecular formula: C36H100F3N14O14S
Method: DFT, the ωB97M-V functional and the def2-TZVPD basis

Output
charge	-1
LUMO energy	1.97	eV
F_max	5.57	eV/A
HOMO energy	-6.574	eV
orbital gap	8.54	eV
ΔE to the lowest compared entry with this formula, charge and spin	482.35	kJ/mol
total energy	-3949.25162	Ha
spin multiplicity	1

Atoms and positions in Å:
S1 -21.282 0.676 4.871
F1 -21.233 -0.701 7.034
F2 -19.741 -1.467 5.626
F3 -19.327 0.420 6.737
O1 -20.044 5.118 2.222
O2 -17.311 0.699 1.045
O3 -23.786 5.732 5.196
O4 -14.221 1.274 8.616
O5 -22.348 -0.191 4.313
O6 -20.291 1.000 3.782
O7 -21.832 1.828 5.589
O8 -24.364 3.626 10.630
O9 -20.458 -4.929 0.406
O10 -26.479 -2.693 5.531
O11 -25.400 -0.883 9.720
O12 -18.690 0.474 10.669
O13 -15.710 2.983 4.626
O14 -24.768 2.832 1.928
N1 -24.793 -3.388 4.230
N2 -17.492 2.532 5.822
N3 -28.179 -1.682 7.463
N4 -20.399 7.765 3.133
N5 -22.317 -1.937 2.059
N6 -19.093 -1.422 12.858
N7 -18.710 0.237 -0.718
N8 -24.862 -1.274 4.649
N9 -17.478 2.019 3.737
N10 -24.180 2.760 6.978
N11 -19.408 0.395 1.337
N12 -25.732 8.028 5.433
N13 -25.396 6.315 3.163
N14 -14.305 -1.564 8.506
C1 -15.480 -0.814 8.108
C2 -15.409 0.564 8.850
C3 -18.387 0.489 0.568
C4 -20.251 -2.958 11.641
C5 -23.577 5.564 1.841
C6 -26.063 -0.840 8.420
C7 -21.364 -3.021 1.981
C8 -16.712 -1.753 8.424
C9 -24.843 2.527 11.305
C10 -18.117 8.284 2.588
C11 -16.813 2.560 4.712
C12 -27.440 -1.519 8.606
C13 -21.545 -3.967 0.699
C14 -26.457 5.991 6.598
C15 -25.460 7.059 6.510
C16 -19.954 3.749 2.588
C17 -24.043 2.521 8.449
C18 -19.183 -4.598 0.595
C19 -27.310 -2.882 9.177
C20 -19.316 7.366 2.299
C21 -24.534 3.624 9.272
C22 -24.053 -1.296 9.709
C23 -21.420 -3.709 3.285
C24 -25.239 3.891 2.734
C25 -19.079 1.780 10.296
C26 -18.919 5.945 2.645
C27 -25.479 -2.432 4.816
C28 -24.352 1.611 2.573
C29 -19.379 -1.711 11.501
C30 -22.473 2.202 8.764
C31 -24.030 6.528 6.338
C32 -19.780 -0.509 10.685
C33 -22.458 5.217 5.169
C34 -14.156 1.983 7.377
C35 -25.055 5.310 2.156
C36 -20.329 -0.388 6.184
H1 -19.685 0.025 -0.873
H2 -18.809 -0.462 12.997
H3 -27.457 6.422 6.638
H4 -26.320 3.862 2.870
H5 -27.627 -2.086 6.720
H6 -13.102 2.257 7.315
H7 -22.030 5.023 6.152
H8 -22.924 5.745 2.695
H9 -19.738 -3.917 11.723
H10 -24.046 -2.385 9.746
H11 -20.901 -2.919 10.767
H12 -17.855 8.438 3.634
H13 -22.154 -1.397 1.221
H14 -26.130 0.200 8.101
H15 -26.413 5.456 5.649
H16 -18.699 -5.574 0.580
H17 -20.273 -0.049 1.066
H18 -14.863 2.812 7.353
H19 -14.451 -1.864 9.460
H20 -26.744 -3.576 8.555
H21 -18.422 -2.117 11.175
H22 -24.961 7.182 2.882
H23 -23.511 -0.830 10.532
H24 -23.669 1.705 3.418
H25 -22.352 -4.272 3.339
H26 -26.792 -2.742 10.126
H27 -18.084 0.542 -1.450
H28 -17.199 3.222 6.499
H29 -20.973 -2.877 12.454
H30 -23.296 2.414 6.634
H31 -16.196 1.288 8.640
H32 -19.443 1.661 9.276
H33 -15.359 -0.596 7.047
H34 -25.251 -0.369 4.874
H35 -18.996 -4.091 1.542
H36 -25.380 -1.231 7.666
H37 -22.285 4.365 4.511
H38 -23.939 -3.032 3.825
H39 -22.018 -1.342 2.818
H40 -24.971 -4.355 4.463
H41 -24.267 1.624 11.099
H42 -21.950 1.526 8.086
H43 -20.695 3.139 2.072
H44 -25.696 5.404 1.280
H45 -15.480 0.439 9.930
H46 -19.196 0.680 2.282
H47 -19.798 -1.617 13.555
H48 -18.471 1.923 3.897
H49 -20.127 3.733 3.664
H50 -28.391 -0.744 7.153
H51 -20.102 -0.773 9.677
H52 -25.558 7.704 7.384
H53 -25.232 1.109 2.974
H54 -26.335 5.371 7.486
H55 -21.386 -2.941 4.057
H56 -23.671 6.152 7.296
H57 -24.903 6.127 4.024
H58 -23.167 4.666 1.378
H59 -18.433 2.165 5.829
H60 -28.243 -3.393 9.415
H61 -22.336 1.944 9.814
H62 -28.034 -0.977 9.342
H63 -25.776 7.577 4.530
H64 -25.878 2.217 11.161
H65 -16.770 -2.180 9.425
H66 -21.040 7.029 3.392
H67 -20.422 -2.472 1.979
H68 -24.101 4.557 8.911
H69 -24.663 1.664 8.712
H70 -19.017 3.386 2.166
H71 -13.571 -0.881 8.628
H72 -22.525 -4.437 0.609
H73 -16.906 -2.605 7.773
H74 -25.593 3.791 9.077
H75 -18.252 2.490 10.311
H76 -26.730 8.159 5.515
H77 -20.605 -4.426 3.379
H78 -19.882 2.015 10.995
H79 -21.788 5.924 4.679
H80 -18.793 -4.102 -0.294
H81 -23.820 0.933 1.906
H82 -16.963 1.592 2.980
H83 -23.973 -1.276 4.170
H84 -18.203 9.274 2.140
H85 -19.632 7.443 1.258
H86 -20.606 -0.089 11.260
H87 -24.156 3.767 6.904
H88 -14.358 1.327 6.530
H89 -23.600 -0.981 8.768
H90 -18.099 5.583 2.025
H91 -17.565 -1.082 8.328
H92 -23.417 7.410 6.150
H93 -17.224 7.850 2.138
H94 -21.927 3.105 8.493
H95 -24.785 2.632 12.388
H96 -20.922 8.287 2.445
H97 -24.857 3.901 3.755
H98 -23.447 6.396 1.150
H99 -18.659 5.829 3.698
H100 -21.532 -3.363 -0.208

> Among the records above, which one has the highest F_max?

C31H38BaN2P2S4Si2

> What is the LUMO energy in the first record?

-11.56 eV